Formula: C32H72F4K2N6O8S4
Source: the Open Molecules 2025 dataset
Level of theory: wB97M-V/def2-TZVPD

The calculation puts the orbital gap at 4.63 eV. As for the charge: +4.

Each line ends with the Mulliken charge.
Cartesian coordinates (Å):
C 6.643 -3.114 4.162  -0.581
H 6.676 -0.026 4.170  0.303
C -2.019 -14.967 -5.700  -1.044
H -3.644 -12.834 -4.053  0.268
C -1.055 -13.299 -2.532  -0.487
C 7.195 -0.621 6.363  -0.849
H -2.675 -11.086 -4.484  0.298
H -7.088 8.084 3.864  0.452
H 0.148 -13.474 -4.372  0.329
C 6.088 -2.065 3.295  -0.486
N 5.932 -1.210 5.605  0.226
H -1.183 -14.983 -6.399  0.384
C -6.834 10.398 5.199  -0.532
H -5.460 6.401 4.598  0.339
H 4.213 -1.145 7.168  0.337
S -3.640 3.058 -9.617  1.081
C -3.084 -13.724 -3.766  -0.646
H -0.824 -10.171 -6.681  0.340
C 1.563 6.213 -2.141  -0.543
K -7.500 -4.704 -2.014  0.997
H -3.772 -14.563 -3.878  0.377
C -6.883 8.663 7.083  -0.845
H 0.957 6.358 -1.247  0.390
H 9.045 -2.542 8.652  0.402
H -1.910 -15.792 -4.996  0.463
H -7.411 9.538 7.462  0.332
H -7.274 10.870 6.077  0.276
F -2.260 -2.477 -3.049  -0.319
H -9.577 8.888 3.796  0.388
C -7.741 8.247 4.721  -0.877
H 4.722 3.479 -2.363  0.292
H 4.744 0.321 6.241  0.421
H -2.870 7.622 5.690  0.381
H 5.638 6.711 -1.946  0.386
H 7.703 -2.973 4.371  0.292
S -1.716 -2.251 -1.500  1.080
C 5.756 2.896 -4.135  -1.283
C 5.215 4.081 -3.126  -0.559
H -2.778 -14.621 -1.975  0.342
C -8.894 9.256 4.562  -0.650
C 4.652 -0.766 6.245  -1.139
H -5.297 6.634 6.376  0.418
O -1.476 -1.447 1.251  -0.535
H 6.438 -1.493 8.338  0.313
H -7.823 10.188 3.159  0.283
O -1.406 1.399 -9.131  -0.566
H -4.520 9.054 5.852  0.645
H -2.655 -12.655 -6.351  0.467
H 3.223 4.921 -1.220  0.336
C -1.786 -12.513 -5.708  -1.083
C 2.983 5.851 -1.735  -0.635
H 6.460 -3.165 6.359  0.390
F -5.237 3.123 -9.301  -0.301
H -7.646 7.885 7.088  0.346
H 3.873 -1.011 5.523  0.494
H 7.155 0.465 6.280  0.487
H 4.988 -3.102 5.459  0.431
H -8.499 11.447 4.053  0.413
N -6.631 8.911 5.544  0.435
S -1.684 2.655 -8.473  1.055
H 7.799 -0.394 8.327  0.376
C 6.030 -2.783 5.433  -0.794
H 5.081 -2.246 2.920  0.344
O -0.891 3.826 -8.840  -0.593
C 1.798 7.468 -2.933  -0.537
C -1.734 -10.045 -6.095  -1.361
N -3.028 -1.738 -1.034  -0.301
H -0.924 -12.217 -2.505  0.227
H -2.973 -14.990 -6.227  0.404
H 6.776 -1.957 2.456  0.354
C -4.908 6.902 5.394  -0.171
H -1.717 -9.068 -5.613  0.370
H 4.497 8.001 -2.086  0.448
H -4.915 8.720 4.225  0.471
H -5.947 8.442 7.595  0.369
H 5.471 7.630 -3.486  0.363
F -3.793 -0.659 0.985  -0.266
H 6.665 -4.149 3.820  0.435
H -0.559 -13.577 -1.602  0.435
C -8.098 10.442 4.182  -0.553
F -1.174 2.411 -6.960  -0.325
O -3.584 4.409 -10.220  -0.563
N -1.892 -13.774 -4.811  0.242
H 3.364 7.932 -4.351  0.268
C 4.201 4.970 -3.805  -0.811
H 5.984 4.602 -2.557  0.353
C -3.331 6.728 5.269  -1.152
H -0.849 -11.123 -4.481  0.260
H -3.022 6.552 4.238  0.312
C -1.762 -11.148 -5.076  0.073
C -2.568 -13.617 -2.344  -0.517
O -2.123 0.671 -0.035  -0.545
H 9.379 -2.166 7.059  0.328
O -1.413 -3.675 -1.035  -0.607
S -2.353 -0.742 0.251  1.030
H -8.019 7.246 5.052  0.409
C 4.945 7.179 -2.645  -1.062
H 2.109 8.270 -2.263  0.297
N -3.079 2.804 -8.026  -0.254
O -3.535 1.952 -10.581  -0.532
H 6.581 2.323 -3.712  0.381
C -5.180 8.435 5.243  -1.486
H -3.137 5.757 5.723  0.347
H -2.613 -10.220 -6.715  0.344
H -5.880 10.863 4.946  0.353
C 7.350 -1.236 7.799  -0.572
C 5.855 -0.742 4.117  -0.626
N 3.789 6.214 -3.002  0.320
H -0.935 -12.586 -6.385  0.403
H 0.940 7.752 -3.542  0.376
H 4.948 2.347 -4.617  0.349
H 3.255 6.655 -1.052  0.348
H 4.471 5.319 -4.802  0.571
C 8.532 -2.412 7.699  -1.184
H 4.947 -0.226 3.804  0.343
C -0.673 -13.930 -3.818  -0.646
H 8.282 -3.469 7.795  0.388
H -0.552 -14.994 -3.613  0.432
H 7.986 -0.695 5.617  0.569
H -3.030 -12.888 -1.679  0.328
K -6.201 1.292 -3.740  0.995
C 2.864 7.058 -3.934  -0.576
H 6.345 3.383 -4.912  0.345
H 3.427 4.229 -4.005  0.409
H 2.429 6.408 -4.694  0.436
O -0.632 -1.301 -1.615  -0.530
H 1.146 5.364 -2.683  0.337
H -9.482 9.384 5.470  0.299


Formula: C32H72F4K2N6O8S4
Source: the Open Molecules 2025 dataset
Level of theory: wB97M-V/def2-TZVPD

The calculation puts the orbital gap at 9.27 eV. As for the charge: +4.

Each line ends with the Mulliken charge.
Cartesian coordinates (Å):
C 7.481 0.477 -2.391  -0.900
C -7.295 -1.869 0.594  -0.191
H 4.639 -2.443 2.186  0.371
C -1.146 -2.989 1.677  -0.859
H 1.187 -4.593 0.500  0.247
H 5.304 0.419 -3.016  0.287
N -0.228 1.147 -2.149  -0.013
H -4.821 1.452 1.839  0.457
S -1.594 2.065 -1.644  0.685
H 0.406 -2.266 0.163  -0.112
F -1.387 3.165 -2.781  -0.351
O -1.388 2.931 -0.474  -0.288
H -2.959 -4.365 -0.054  0.450
O 3.099 -2.122 -2.712  -0.572
C 6.268 1.550 -0.614  -0.506
H -0.345 -5.881 1.705  0.356
H 1.975 4.040 3.821  0.341
H 3.294 -1.788 1.205  0.133
C 1.009 6.664 0.239  -0.501
H -5.534 -0.992 1.537  0.504
H 3.438 -0.401 -1.139  -0.017
C 2.707 2.865 2.173  1.394
H -5.043 1.752 -1.153  0.550
H 3.386 4.648 2.939  0.439
C -0.400 -2.982 0.332  0.440
H -5.083 -5.639 -0.755  0.380
H 6.189 1.754 0.454  0.308
O 3.091 -2.241 -6.855  -0.498
H -6.233 -5.063 0.386  0.189
H 2.807 5.478 0.673  0.476
H -1.365 -5.975 0.290  0.242
H -4.824 -1.922 -1.064  0.527
H -3.515 3.685 1.511  0.181
H 3.742 -3.527 1.239  0.371
H 7.548 1.126 -3.264  0.360
H -3.562 1.315 0.680  -0.167
H -2.387 -5.846 3.191  0.410
H -0.536 7.485 1.654  0.371
K 1.628 1.723 -4.272  0.884
S 0.188 0.580 -0.843  0.651
O 2.388 -3.558 -4.730  -0.561
H -1.055 -4.786 3.661  0.469
H 3.163 3.043 1.199  0.094
H -7.753 0.471 -1.222  0.460
H 0.196 6.424 -0.446  0.283
C -6.390 -0.641 0.962  -0.857
C -3.188 -4.524 1.000  -0.985
C 0.534 7.308 1.543  -0.792
H 0.956 8.298 1.713  0.371
H -5.914 -6.670 0.462  0.391
C 6.044 -0.137 -2.441  -0.185
H -4.370 -0.415 -1.894  0.274
N 1.343 5.002 2.076  0.381
H -0.515 -2.869 2.557  0.319
C 1.723 5.387 0.602  -0.597
H -6.938 0.130 1.504  0.456
C 4.051 0.483 -0.961  -0.977
F 1.027 -0.684 -1.390  -0.186
H 1.655 4.493 -0.018  0.210
H 8.306 -0.230 -2.476  0.381
H -2.712 -4.129 3.643  0.318
C -7.042 -0.346 -1.345  -0.579
C -4.430 3.433 0.975  -1.294
C -0.868 -5.277 0.963  -0.439
H -6.425 2.052 -0.142  0.435
H 8.168 2.251 -1.277  0.417
H -6.725 -0.426 -2.384  0.351
H 6.922 -1.217 -0.290  0.387
H -0.806 4.892 1.801  0.594
H -6.811 -2.834 0.747  -0.239
H -1.851 -2.163 1.585  0.173
S 3.287 -1.234 -5.845  0.832
H 3.750 1.268 -1.656  0.489
N 5.574 0.233 -0.985  0.766
C 5.910 -0.907 -0.030  -0.747
H -0.143 3.964 3.271  0.302
C 4.116 -2.503 1.231  -1.165
F 0.927 -2.369 -3.284  -0.324
C -2.022 -4.820 3.158  -1.104
C -0.034 4.250 2.225  -1.007
H 2.150 6.706 2.929  0.490
O -2.874 1.542 -1.964  -0.542
H 4.558 2.514 3.034  0.440
H -7.316 -2.515 -1.407  0.270
C 0.161 -4.411 0.180  -0.810
C -4.075 -5.827 1.175  -0.621
H -5.246 3.758 1.621  0.465
H 5.816 2.385 -1.148  0.459
F 3.145 0.117 -6.683  -0.292
H -4.397 3.874 -0.021  0.362
H 3.319 1.967 3.995  0.478
H 3.644 1.000 2.480  0.232
N -5.874 -0.051 -0.356  0.486
H 8.362 0.846 -0.391  0.377
H 0.203 -4.525 -0.903  0.415
C 4.967 -2.220 -0.004  0.087
H 4.448 -2.301 -0.959  -0.196
H -3.450 -6.654 0.837  0.398
N -1.819 -4.364 1.764  0.770
H 5.959 -1.213 -2.596  0.314
C -4.477 1.869 0.892  0.291
H 5.847 -0.486 0.974  0.468
C 7.660 1.306 -1.086  -0.809
O 4.638 -1.002 -5.368  -0.467
O -0.852 -0.163 -0.117  -0.445
C -7.730 -1.647 -0.894  -0.559
C -5.381 -5.735 0.289  -1.204
H 1.851 2.195 2.083  -0.210
K -0.817 -0.365 -4.443  1.042
C 3.609 1.986 2.944  -1.685
H 5.591 -3.106 -0.125  0.551
C 1.137 6.385 2.685  -0.411
H -8.183 -1.985 1.214  0.435
H 1.685 7.350 -0.271  0.364
S 2.351 -2.281 -3.993  0.759
H -3.789 -0.665 -0.274  0.402
H -8.800 -1.609 -1.101  0.387
N 1.999 -1.000 -4.754  -0.145
H -0.167 3.306 1.698  0.033
H 0.358 6.475 3.442  0.322
C 2.422 4.151 2.833  -1.376
C -4.635 -0.856 -0.934  -1.215
C -5.498 1.482 -0.200  -1.141
H -1.165 -2.657 -0.373  0.147
H 3.676 0.905 -0.029  0.054
H -4.320 -6.181 2.176  0.487
O 1.233 1.283 -0.083  -0.292
H -3.713 -3.640 1.361  0.490